Arrangement a

Formula: C4H4N2
Source: the Open Molecules 2025 dataset
Level of theory: ωB97M-V/def2-TZVPD

XYZ file:
```
10
Properties=species:S:1:pos:R:3:nbo_charge:R:1
C 1.60 0.06 0.18 -0.244
C 0.15 0.22 -0.10 -0.157
C -0.38 -1.07 -0.18 -0.015
C -1.10 1.10 -0.15 0.001
H 2.04 -0.95 0.25 0.218
H 2.30 1.06 0.10 0.221
H 0.20 -1.94 -0.11 0.204
H -0.86 2.19 -0.28 0.217
N -1.75 -1.07 0.03 -0.250
N -2.20 0.39 0.25 -0.196
```

As for the HOMO energy: -9.682 eV. Its HOMO-LUMO gap is 8.225 eV. Its molar mass is 80.1 g/mol.

Arrangement b

Formula: C4H4N2
Source: the Open Molecules 2025 dataset
Level of theory: ωB97M-V/def2-TZVPD

XYZ file:
```
10
Properties=species:S:1:pos:R:3:nbo_charge:R:1
C 0.72 0.89 -0.06 -0.235
C 1.31 -0.38 -0.07 0.002
N 0.62 -1.48 -0.32 -0.210
N -0.70 -1.51 -0.15 -0.212
C -1.24 -0.41 0.32 0.034
C -0.65 0.84 0.14 -0.258
H 1.32 1.78 -0.28 0.234
H 2.38 -0.56 0.02 0.205
H -2.25 -0.45 0.73 0.195
H -1.51 1.29 -0.33 0.245
```

As for the HOMO energy: -9.411 eV. Its HOMO-LUMO gap is 9.729 eV. Its molar mass is 80.1 g/mol.

Arrangement c

Formula: C4H4N2
Source: the Open Molecules 2025 dataset
Level of theory: ωB97M-V/def2-TZVPD

XYZ file:
```
10
Properties=species:S:1:pos:R:3:nbo_charge:R:1
C 0.70 -0.83 -0.55 -0.308
C -0.36 -1.04 -1.20 -0.128
N -2.06 0.04 -0.34 -0.042
N -1.90 0.59 0.64 -0.042
C 0.16 1.07 1.21 -0.128
C 1.00 0.55 0.42 -0.308
H 1.64 -1.39 -0.47 0.239
H -1.02 -1.51 -1.90 0.239
H -0.21 1.72 1.99 0.239
H 2.04 0.79 0.20 0.239
```

As for the HOMO energy (alpha / beta): -7.773 / -7.773 eV. Its HOMO-LUMO gap (alpha / beta) is 7.929 / 7.931 eV. Its molar mass is 80.1 g/mol.

Energetically preferred structure: arrangement b | next structure: +228.1 kJ/mol

Arrangement a

Formula: C4H4N2
Source: the Open Molecules 2025 dataset
Level of theory: ωB97M-V/def2-TZVPD

XYZ file:
```
10
Properties=species:S:1:pos:R:3:nbo_charge:R:1
C 1.20 -0.09 -0.23 -0.020
C 0.06 -0.61 -0.82 -0.107
N -0.48 0.72 -1.02 -0.394
C -1.09 1.09 0.14 0.171
N -0.81 0.41 1.22 -0.420
C 0.19 -0.46 0.81 -0.110
H 2.26 -0.28 -0.34 0.220
H -0.14 -1.46 -1.47 0.220
H -1.70 1.99 0.16 0.207
H 0.50 -1.25 1.50 0.233
```

As for the HOMO energy (alpha / beta): -9.380 / -9.380 eV. Its HOMO-LUMO gap (alpha / beta) is 8.812 / 8.814 eV. Its molar mass is 80.1 g/mol.

Arrangement b

Formula: C4H4N2
Source: the Open Molecules 2025 dataset
Level of theory: ωB97M-V/def2-TZVPD

XYZ file:
```
10
Properties=species:S:1:pos:R:3:nbo_charge:R:1
C 0.75 0.91 -0.13 -0.234
C 1.32 -0.38 -0.04 -0.001
N 0.58 -1.44 -0.32 -0.184
N -0.74 -1.44 -0.23 -0.225
C -1.23 -0.34 0.34 0.018
C -0.60 0.90 0.21 -0.303
H 1.33 1.78 -0.45 0.232
H 2.36 -0.60 0.18 0.206
H -2.19 -0.39 0.86 0.204
H -1.57 1.00 -0.41 0.288
```

As for the HOMO energy: -9.417 eV. Its HOMO-LUMO gap is 9.527 eV. Its molar mass is 80.1 g/mol.

Energetically preferred structure: arrangement b | next structure: +45.3 kJ/mol

Arrangement a

Formula: C4H4N2
Source: the Open Molecules 2025 dataset
Level of theory: ωB97M-V/def2-TZVPD

XYZ file:
```
10
Properties=species:S:1:pos:R:3:nbo_charge:R:1
C 0.68 0.85 -0.08 -0.220
C 1.32 -0.40 -0.09 -0.006
N 0.68 -1.56 -0.17 -0.210
N -0.64 -1.60 -0.01 -0.204
C -1.28 -0.46 0.21 -0.003
C -0.70 0.79 0.05 -0.219
H 1.25 1.76 -0.24 0.230
H 2.40 -0.51 -0.08 0.205
H -2.33 -0.52 0.46 0.200
H -1.39 1.62 -0.05 0.226
```

As for the HOMO energy: -9.384 eV. Its HOMO-LUMO gap is 9.914 eV. Its molar mass is 80.1 g/mol.

Arrangement b

Formula: C4H4N2
Source: the Open Molecules 2025 dataset
Level of theory: ωB97M-V/def2-TZVPD

XYZ file:
```
10
Properties=species:S:1:pos:R:3:nbo_charge:R:1
C 0.49 0.52 -1.16 -0.370
C 1.32 -0.34 -0.73 0.015
N 0.79 -1.28 1.06 -0.427
C -0.24 -0.99 1.59 0.200
N -1.48 0.41 0.76 -0.435
C -1.10 0.91 -0.27 0.075
H 0.47 1.17 -2.03 0.255
H 2.20 -0.93 -0.70 0.246
H -0.91 -1.13 2.41 0.235
H -1.54 1.66 -0.93 0.205
```

As for the HOMO energy: -8.846 eV. Its HOMO-LUMO gap is 9.012 eV. Its molar mass is 80.1 g/mol.

Arrangement c

Formula: C4H4N2
Source: the Open Molecules 2025 dataset
Level of theory: ωB97M-V/def2-TZVPD

XYZ file:
```
10
Properties=species:S:1:pos:R:3:nbo_charge:R:1
C -0.49 0.04 0.66 -0.570
C -0.01 1.21 -0.16 0.086
N 1.08 1.04 -0.84 -0.434
C 1.61 -0.15 -0.54 0.375
N 0.84 -1.20 -0.89 -0.435
C -0.26 -1.17 -0.22 0.087
H -1.51 0.13 1.02 0.241
H -0.55 2.15 -0.22 0.203
H 0.26 -0.06 1.49 0.243
H -0.98 -1.98 -0.31 0.203
```

As for the HOMO energy: -8.778 eV. Its HOMO-LUMO gap is 8.640 eV. Its molar mass is 80.1 g/mol.

Energetically preferred structure: arrangement a | next structure: +216.8 kJ/mol

Arrangement a

Formula: C3H12N2O2
Source: the Open Molecules 2025 dataset
Level of theory: ωB97M-V/def2-TZVPD

XYZ file:
```
19
Properties=species:S:1:pos:R:3:nbo_charge:R:1
N 0.76 -0.41 -1.09 -0.308
C 0.71 0.24 0.20 -0.123
C 1.17 1.70 0.03 -0.083
O 2.58 1.67 -0.13 -0.714
C -0.65 0.14 0.88 -0.227
N -0.58 0.12 2.33 -0.780
H 1.39 -0.01 -1.78 0.418
H 0.91 -1.42 -1.10 0.414
H 1.49 -0.35 0.73 0.292
H 0.67 2.08 -0.85 0.187
H 0.94 2.15 0.98 0.213
H 2.84 2.55 -0.43 0.496
H -1.23 1.02 0.59 0.236
H -1.17 -0.74 0.47 0.215
H -1.34 -0.43 2.72 0.392
H 0.29 -0.27 2.68 0.370
H -3.65 -3.71 -2.07 0.476
H -3.82 -2.26 -2.34 0.470
O -3.35 -2.86 -1.73 -0.946
```

As for the HOMO energy (alpha / beta): -13.931 / -13.542 eV. The multiplicity is 2. Its expectation value of S² is 0.755. Its HOMO-LUMO gap (alpha / beta) is 10.769 / 4.975 eV. Its total charge is +1. Its molar mass is 108.1 g/mol.

Arrangement b

Formula: C3H12N2O2
Source: the Open Molecules 2025 dataset
Level of theory: ωB97M-V/def2-TZVPD

XYZ file:
```
19
Properties=species:S:1:pos:R:3:nbo_charge:R:1
C 0.98 1.00 -0.12 -0.312
C -0.46 0.58 0.24 -0.072
O -1.32 1.65 -0.06 -0.662
N 2.11 0.13 0.06 -0.330
C 2.18 -1.04 -0.76 -0.114
N 1.14 -1.98 -0.34 -0.556
H 0.99 1.34 -1.17 0.216
H 1.15 1.98 0.30 0.269
H -0.57 0.44 1.32 0.207
H -0.73 -0.37 -0.26 0.166
H -1.34 1.74 -1.03 0.478
H 2.35 -0.03 1.03 0.400
H 2.04 -0.70 -1.80 0.247
H 3.12 -1.57 -0.67 0.239
H 0.40 -2.34 -0.95 0.424
H 0.93 -1.89 0.65 0.398
H -2.94 -0.16 0.42 0.472
H -4.03 0.30 1.61 0.500
O -3.74 -0.30 0.92 -0.969
```

As for the HOMO energy (alpha / beta): -14.062 / -14.059 eV. The multiplicity is 2. Its expectation value of S² is 0.758. Its HOMO-LUMO gap (alpha / beta) is 10.790 / 5.649 eV. Its total charge is +1. Its molar mass is 108.1 g/mol.

Energetically preferred structure: arrangement a | next structure: +29.1 kJ/mol

Arrangement a

Formula: C3H4N4
Source: the Open Molecules 2025 dataset
Level of theory: ωB97M-V/def2-TZVPD

XYZ file:
```
11
Properties=species:S:1:pos:R:3:nbo_charge:R:1
C -0.84 0.04 -0.02 0.374
C -0.14 1.26 -0.10 -0.308
C 1.20 1.08 -0.01 0.015
H -2.61 -0.96 0.10 0.408
H -2.67 0.72 0.50 0.385
H -0.60 2.28 -0.08 0.237
H 1.97 1.87 0.05 0.218
N -2.22 -0.02 0.01 -0.790
N 1.79 -0.19 0.11 -0.254
N 1.06 -1.26 -0.01 0.033
N -0.26 -1.13 -0.09 -0.318
```

As for the HOMO energy: -9.670 eV. Its HOMO-LUMO gap is 10.079 eV. Its molar mass is 96.1 g/mol.

Arrangement b

Formula: C3H4N4
Source: the Open Molecules 2025 dataset
Level of theory: ωB97M-V/def2-TZVPD

XYZ file:
```
11
Properties=species:S:1:pos:R:3:nbo_charge:R:1
N -1.13 0.23 1.63 -0.780
C -0.33 -0.15 0.59 0.308
C -0.60 -1.27 -0.23 -0.010
N -0.02 -1.34 -1.40 -0.477
C 0.72 -0.23 -1.76 0.197
N 1.29 0.58 -0.92 -0.269
N 0.84 0.45 0.37 -0.363
H -2.04 -0.23 1.60 0.407
H -1.16 1.21 1.85 0.392
H 1.47 0.83 1.07 0.403
H 0.95 -0.08 -2.81 0.193
```

As for the HOMO energy (alpha / beta): -7.696 / -7.694 eV. Its HOMO-LUMO gap (alpha / beta) is 7.824 / 7.822 eV. Its molar mass is 96.1 g/mol.

Arrangement c

Formula: C3H4N4
Source: the Open Molecules 2025 dataset
Level of theory: ωB97M-V/def2-TZVPD

XYZ file:
```
11
Properties=species:S:1:pos:R:3:nbo_charge:R:1
N -0.32 1.20 1.86 -0.725
C 0.18 0.55 0.83 -0.004
C -0.91 -0.09 0.09 -0.092
N -0.79 -0.79 -0.99 -0.334
C 0.34 -1.07 -1.68 -0.109
N 1.57 -0.69 -1.37 0.084
N 2.65 -0.40 -1.18 0.076
H -1.32 1.25 2.07 0.354
H 0.27 1.71 2.49 0.391
H -1.95 0.00 0.45 0.142
H 0.29 -1.68 -2.57 0.216
```

As for the HOMO energy: -8.125 eV. Its HOMO-LUMO gap is 8.052 eV. Its molar mass is 96.1 g/mol.

Energetically preferred structure: arrangement a | next structure: +144.8 kJ/mol

Arrangement a

Formula: C3H4N4
Source: the Open Molecules 2025 dataset
Level of theory: ωB97M-V/def2-TZVPD

XYZ file:
```
11
Properties=species:S:1:pos:R:3:nbo_charge:R:1
C -1.58 -0.86 0.18 0.245
C -1.45 1.24 -1.09 -0.287
C -1.09 0.37 -0.11 -0.323
N -1.96 -1.89 0.43 -0.295
N 2.70 -1.35 0.54 -0.065
N 2.00 -1.37 -0.33 0.245
N 1.14 -1.02 -1.06 -0.538
H -2.15 1.01 -1.98 0.210
H -0.93 2.17 -1.16 0.204
H -0.46 0.75 0.65 0.236
H 0.90 -1.77 -1.68 0.368
```

As for the HOMO energy: -10.212 eV. Its HOMO-LUMO gap is 10.504 eV. Its molar mass is 96.1 g/mol.

Arrangement b

Formula: C3H4N4
Source: the Open Molecules 2025 dataset
Level of theory: ωB97M-V/def2-TZVPD

XYZ file:
```
11
Properties=species:S:1:pos:R:3:nbo_charge:R:1
C 0.48 -1.18 0.05 0.292
C -1.31 -0.20 -0.70 0.281
C -0.21 1.34 0.75 0.191
H 2.07 -0.31 -0.06 0.375
H 1.05 -2.06 0.11 0.181
H -2.02 -0.34 -1.55 0.208
H -0.38 2.08 1.60 0.221
N 1.18 -0.08 -0.40 -0.491
N -0.78 -1.29 -0.05 -0.487
N -1.07 1.02 -0.28 -0.478
N 1.00 1.03 0.53 -0.294
```

As for the HOMO energy: -9.210 eV. Its HOMO-LUMO gap is 9.551 eV. Its molar mass is 96.1 g/mol.

Energetically preferred structure: arrangement b | next structure: +41.0 kJ/mol

Arrangement a

Formula: C3H4N4
Source: the Open Molecules 2025 dataset
Level of theory: ωB97M-V/def2-TZVPD

XYZ file:
```
11
Properties=species:S:1:pos:R:3:nbo_charge:R:1
N 0.34 -1.65 -0.73 -0.696
C -0.28 -0.53 -0.48 0.464
C -1.29 -0.03 0.41 -0.159
N -0.77 0.70 1.43 -0.490
C 0.44 1.16 1.08 0.174
N 0.80 1.30 -0.19 -0.320
N -0.07 0.69 -1.10 -0.343
H 0.21 -2.46 -0.14 0.418
H 0.96 -1.72 -1.54 0.420
H -1.40 0.87 -0.56 0.328
H 1.06 1.65 1.83 0.205
```

As for the HOMO energy: -8.223 eV. Its HOMO-LUMO gap is 8.481 eV. Its molar mass is 96.1 g/mol.

Arrangement b

Formula: C3H4N4
Source: the Open Molecules 2025 dataset
Level of theory: ωB97M-V/def2-TZVPD

XYZ file:
```
11
Properties=species:S:1:pos:R:3:nbo_charge:R:1
C -1.10 0.12 -0.21 0.055
C -0.34 -0.59 -1.20 -0.267
C 1.31 -0.17 0.77 0.104
H -1.48 1.24 1.41 0.406
H -2.25 0.18 -0.44 0.212
H -0.68 -1.15 -2.14 0.238
H 2.22 -0.67 1.27 0.198
N -0.74 0.77 0.94 -0.445
N 0.89 -0.17 -1.45 -0.081
N 1.70 0.00 -0.60 -0.180
N 0.46 0.43 1.64 -0.240
```

As for the HOMO energy: -8.258 eV. Its HOMO-LUMO gap is 7.875 eV. Its molar mass is 96.1 g/mol.

Arrangement c

Formula: C3H4N4
Source: the Open Molecules 2025 dataset
Level of theory: ωB97M-V/def2-TZVPD

XYZ file:
```
11
Properties=species:S:1:pos:R:3:nbo_charge:R:1
C 2.84 0.71 0.27 -0.070
C 3.65 -0.27 -0.19 -0.343
C -2.00 1.73 0.31 -0.477
N 1.66 1.07 0.03 0.028
N 0.71 1.69 0.08 -0.023
N -1.27 -0.01 -1.08 -0.064
N -1.62 0.87 -0.48 0.062
H 4.66 -0.26 0.37 0.215
H 3.43 -0.98 -0.89 0.195
H -3.05 2.03 0.22 0.227
H -1.19 2.31 0.85 0.250
```

As for the HOMO energy: -8.428 eV. Its HOMO-LUMO gap is 7.714 eV. Its molar mass is 96.1 g/mol.

Energetically preferred structure: arrangement b | next structure: +66.6 kJ/mol

Arrangement a

Formula: C6H8N2O2
Source: the Open Molecules 2025 dataset
Level of theory: ωB97M-V/def2-TZVPD

XYZ file:
```
18
Properties=species:S:1:pos:R:3:nbo_charge:R:1
C -2.12 -0.37 0.33 0.771
C -1.65 0.63 -0.61 -0.529
C -0.32 1.26 -0.10 -0.441
C 0.83 0.28 -0.09 0.391
C 2.21 -1.26 -0.42 -0.114
C 2.71 -0.61 0.55 -0.110
H -3.43 -1.66 0.50 0.482
H -2.40 1.61 -0.96 0.265
H -1.46 0.32 -1.77 0.283
H -0.40 1.65 0.82 0.217
H 0.06 1.91 -0.86 0.228
H 2.49 -2.21 -1.04 0.221
H 3.81 -0.76 0.92 0.231
H 1.85 1.10 1.43 0.392
N 0.99 -0.66 -0.89 -0.486
N 1.83 0.41 0.85 -0.536
O -3.21 -1.09 -0.17 -0.677
O -1.78 -0.55 1.50 -0.586
```

As for the HOMO energy: -9.120 eV. Its HOMO-LUMO gap is 9.876 eV. Its molar mass is 140.1 g/mol.

Arrangement b

Formula: C6H8N2O2
Source: the Open Molecules 2025 dataset
Level of theory: ωB97M-V/def2-TZVPD

XYZ file:
```
18
Properties=species:S:1:pos:R:3:nbo_charge:R:1
C 0.19 -2.17 0.24 -0.663
C 0.67 -0.77 0.26 0.292
C -0.01 0.41 0.37 -0.242
C 0.98 1.55 0.39 -0.511
C 2.32 0.83 0.26 0.689
O 3.43 1.32 0.24 -0.564
N 2.03 -0.51 0.18 -0.612
C -1.42 0.54 0.48 0.297
N -2.53 0.59 0.84 -0.355
H 0.61 -2.72 1.09 0.239
H -0.91 -2.21 0.28 0.250
H 0.53 -2.67 -0.68 0.236
H 0.86 2.25 -0.45 0.262
H 0.96 2.14 1.31 0.261
H 2.74 -1.22 0.11 0.424
H -3.86 1.01 -0.92 0.492
O -3.59 1.17 -1.88 -0.956
H -3.01 0.45 -2.13 0.462
```

As for the HOMO energy: -9.216 eV. Its HOMO-LUMO gap is 9.533 eV. Its molar mass is 140.1 g/mol.

Arrangement c

Formula: C6H8N2O2
Source: the Open Molecules 2025 dataset
Level of theory: ωB97M-V/def2-TZVPD

XYZ file:
```
18
Properties=species:S:1:pos:R:3:nbo_charge:R:1
C -0.77 -0.53 -2.61 -0.428
C -1.79 -1.44 -2.59 -0.404
C -0.33 -0.26 1.72 0.662
C -1.10 -0.44 0.47 -0.439
C -0.74 0.37 -0.57 0.046
C 1.44 0.73 0.32 0.778
H 0.02 -0.45 -1.80 0.240
H -0.72 -0.02 -3.55 0.214
H -1.73 -2.21 -1.64 0.206
H -2.53 -1.37 -3.34 0.208
H 1.58 -0.07 2.16 0.439
H -1.97 -1.00 0.54 0.246
H -1.55 0.68 -1.31 0.263
H 0.76 1.58 -1.55 0.432
N 0.88 0.38 1.48 -0.648
N 0.54 1.07 -0.76 -0.644
O -0.66 -0.73 2.77 -0.565
O 2.64 1.00 0.34 -0.603
```

As for the HOMO energy: -9.262 eV. Its HOMO-LUMO gap is 9.384 eV. Its molar mass is 140.1 g/mol.

Arrangement d

Formula: C6H8N2O2
Source: the Open Molecules 2025 dataset
Level of theory: ωB97M-V/def2-TZVPD

XYZ file:
```
18
Properties=species:S:1:pos:R:3:nbo_charge:R:1
C 1.27 -1.61 -0.05 -0.254
C -0.13 -1.71 -0.01 -0.184
C 1.82 -0.35 -0.11 0.128
C -0.19 0.65 0.02 0.362
C -0.58 2.03 -0.04 -0.719
C -2.33 -0.52 0.10 -0.425
N -0.87 -0.48 0.08 -0.348
N 2.97 0.32 0.00 0.412
O 4.02 -0.36 -0.10 -0.435
O 2.89 1.55 0.10 -0.442
H 1.99 -2.53 -0.25 0.278
H -0.69 -2.56 0.25 0.211
H -1.58 2.15 0.56 0.221
H 0.17 2.63 0.26 0.264
H -0.66 2.31 -1.19 0.260
H -2.90 -0.88 1.02 0.227
H -2.70 0.52 0.09 0.217
H -2.49 -1.16 -0.73 0.228
```

As for the HOMO energy: -7.641 eV. Its HOMO-LUMO gap is 7.478 eV. Its molar mass is 140.1 g/mol.

Energetically preferred structure: arrangement b | next structure: +161.5 kJ/mol